Record 1
Molecular formula: C33H37N6O6PS3Ti
Method: DFT, ωB97M-V with the def2-TZVPD basis set

Geometry as XYZ:
```
87
Properties=species:S:1:pos:R:3:lowdin_charge:R:1
Ti -0.02 0.47 0.06 0.830
S 2.36 -2.08 -1.92 0.648
S -0.97 -1.38 -1.65 0.478
S -2.55 0.46 0.44 0.434
P -2.78 -0.87 -1.05 -0.035
O 1.81 0.37 -0.40 -0.278
O -0.37 2.34 0.34 -0.274
O -3.55 -0.21 -2.27 -0.301
O 0.49 -3.89 0.54 0.046
O 0.21 -1.29 0.93 -0.293
O -3.77 -2.05 -0.68 -0.296
N 0.54 0.76 2.18 -0.042
N 0.03 1.38 -1.97 -0.109
N -0.93 2.24 -2.34 0.024
N 3.09 3.18 -0.85 0.084
N 0.81 -0.39 2.92 0.104
N 2.76 -0.42 0.14 -0.150
C 4.37 -0.65 1.85 -0.054
C 1.43 -4.19 4.56 -0.093
C 3.90 2.34 -1.50 -0.153
C -5.62 -1.22 -3.03 -0.045
C 2.70 4.29 -2.94 -0.075
C 3.54 3.41 -3.60 -0.085
C 0.58 3.17 2.34 -0.138
C 4.64 -1.94 1.36 -0.060
C 0.73 5.55 2.67 -0.087
C -0.84 2.53 -3.65 -0.075
C -2.85 -4.30 -0.64 -0.047
C 0.24 1.84 -4.14 -0.043
C -0.01 3.36 1.08 -0.309
C 2.52 4.14 -1.58 -0.145
C -5.66 0.49 -1.16 -0.070
C -0.24 4.67 0.64 -0.023
C -3.54 -3.22 0.16 -0.414
C 0.62 -1.42 2.17 -0.398
C 0.86 -2.78 2.68 -0.076
C 0.78 -3.92 1.85 -0.260
C 0.76 1.84 2.84 -0.038
C 3.42 0.08 1.22 -0.061
C 0.75 1.13 -3.05 -0.148
C -4.98 0.02 -2.43 -0.431
C 0.13 5.74 1.42 -0.074
C 1.02 -5.18 2.41 -0.010
C 4.01 -2.40 0.24 -0.087
C 1.19 -2.95 4.03 -0.029
C 4.15 2.41 -2.86 -0.063
C 0.94 4.27 3.12 -0.031
C 3.06 -1.62 -0.48 -0.726
C -2.82 -2.88 1.45 -0.054
C 1.33 -5.31 3.74 -0.081
H 3.12 1.08 1.49 0.130
H 1.87 4.82 -1.03 0.090
H 2.20 5.09 -3.47 0.101
H -5.64 -2.03 -2.31 0.075
H 0.95 -6.03 1.75 0.119
H 1.25 -2.06 4.64 0.108
H 0.39 -2.97 0.24 0.034
H -6.70 0.74 -1.40 0.087
H 1.10 1.72 3.86 0.139
H 4.87 -0.24 2.71 0.107
H -2.74 -3.78 2.06 0.097
H -5.07 -1.54 -3.92 0.087
H -4.56 -3.53 0.39 0.141
H -0.06 6.75 1.06 0.107
H 4.81 1.68 -3.32 0.106
H 1.02 6.41 3.27 0.101
H 4.23 -3.37 -0.17 0.105
H 3.72 3.49 -4.66 0.106
H 1.52 -6.30 4.14 0.103
H 1.39 4.10 4.09 0.115
H -1.54 3.20 -4.12 0.119
H -2.86 -5.23 -0.07 0.090
H -5.66 -0.29 -0.40 0.076
H -0.71 4.82 -0.33 0.114
H -3.38 -4.47 -1.58 0.085
H -5.00 0.82 -3.17 0.139
H -6.65 -0.98 -3.33 0.085
H -3.36 -2.12 2.01 0.078
H 0.61 1.84 -5.15 0.100
H -5.17 1.37 -0.76 0.063
H -1.81 -2.52 1.25 0.046
H 1.67 -4.30 5.61 0.098
H -1.59 2.54 -1.65 0.136
H 5.37 -2.57 1.86 0.110
H -1.82 -4.04 -0.85 0.048
H 1.57 0.43 -2.98 0.072
H 4.36 1.56 -0.90 0.097
```

Properties
- relative energy (zero: lowest compared OMol25 entry of this formula, charge and spin) (kJ/mol) = 45.04
- Kohn-Sham gap (eV) = 6.541
- E_HOMO (eV) = -7.338
- F_max (eV Å⁻¹) = 0.2
- electronic energy (Ha) = -4445.29602
- multiplicity = 1

Record 2
Molecular formula: C33H37NO5STeTi
Method: DFT, ωB97M-V with the def2-TZVPD basis set

Geometry as XYZ:
```
79
Properties=species:S:1:pos:R:3:lowdin_charge:R:1
Te 8.33 14.11 9.02 1.615
Ti 8.29 11.34 8.58 0.780
S 7.49 11.47 5.91 0.483
O 6.84 11.58 7.56 -0.473
O 7.09 12.69 5.26 -0.268
O 6.80 12.50 11.88 0.058
O 8.88 11.58 6.47 -0.487
O 7.20 10.18 5.36 -0.268
N 7.54 11.27 10.09 -0.090
C 7.79 16.90 8.03 -0.292
C 6.89 17.04 9.27 -0.078
C 10.99 8.44 7.09 -0.377
C 5.37 9.11 13.86 -0.087
C 8.85 15.04 12.35 -0.062
C 10.24 9.97 11.07 -0.268
C 7.75 17.98 7.18 -0.047
C 5.58 7.92 13.25 -0.117
C 11.34 14.06 9.59 -0.165
C 9.30 15.80 6.48 -0.239
C 6.17 7.80 11.99 -0.080
C 10.05 8.19 9.45 -0.001
C 10.09 14.64 11.58 -0.290
C 8.54 15.76 7.66 -0.358
C 5.81 10.26 13.16 0.005
C 8.28 17.94 5.92 -0.252
C 6.42 8.94 11.26 -0.049
C 6.38 10.18 11.88 -0.153
C 12.42 8.88 6.83 -0.085
C 12.60 14.39 11.68 -0.047
C 9.15 16.90 5.62 0.005
C 10.31 14.67 6.10 -0.033
C 10.11 8.95 5.96 -0.061
C 10.63 10.84 10.03 -0.055
C 10.86 10.35 8.72 -0.067
C 9.92 8.67 10.73 -0.034
C 10.57 9.00 8.43 -0.203
C 10.14 14.35 10.21 -0.395
C 7.90 19.10 5.03 -0.039
C 10.07 10.48 12.44 -0.016
C 6.87 11.46 11.30 -0.531
C 12.57 14.08 10.30 -0.076
C 11.33 14.62 12.26 -0.048
H 9.73 16.84 4.72 0.110
H 8.84 16.10 12.48 0.074
H 6.68 8.93 10.22 0.101
H 7.56 19.93 5.63 0.066
H 8.86 14.66 13.38 0.086
H 11.30 14.90 13.30 0.106
H 13.50 14.47 12.28 0.102
H 10.95 11.82 10.29 0.079
H 9.90 13.70 6.17 0.020
H 8.72 19.51 4.39 0.095
H 9.52 8.03 11.45 0.101
H 13.47 13.80 9.81 0.088
H 10.58 8.69 4.95 0.112
H 10.66 14.80 5.08 0.078
H 10.94 11.07 12.71 0.087
H 7.43 16.85 10.23 0.067
H 9.24 11.20 12.53 0.093
H 9.97 9.66 13.10 0.071
H 11.31 10.94 7.96 0.110
H 6.15 6.82 11.48 0.113
H 6.06 16.36 9.22 0.067
H 12.61 9.97 6.62 0.097
H 12.84 8.26 6.01 0.094
H 9.16 8.40 5.97 0.091
H 5.87 11.27 13.61 0.124
H 5.40 7.00 13.88 0.124
H 7.18 18.84 7.45 0.104
H 10.00 9.98 6.00 0.015
H 4.89 9.08 14.83 0.106
H 7.96 14.66 11.83 0.027
H 11.02 7.35 7.11 0.139
H 6.55 18.09 9.28 0.078
H 7.11 18.82 4.39 0.073
H 11.21 14.77 6.72 0.071
H 13.07 8.66 7.63 0.064
H 11.39 13.80 8.51 0.087
H 9.80 7.17 9.20 0.123
```

Properties
- relative energy (zero: lowest compared OMol25 entry of this formula, charge and spin) (kJ/mol) = 81.93
- Kohn-Sham gap (eV) = 8.567
- E_HOMO (eV) = -8.947
- F_max (eV Å⁻¹) = 3.3
- electronic energy (Ha) = -3226.33336
- multiplicity = 1

Record 3
Molecular formula: C33H38As2CoN2SSi
Method: DFT, ωB97M-V with the def2-TZVPD basis set

Geometry as XYZ:
```
78
Properties=species:S:1:pos:R:3:mulliken_spin:R:1
As -1.47 -1.52 1.60 0.006
As 1.43 -2.35 0.14 -0.001
Co -0.16 0.16 -0.01 1.005
S -0.92 1.73 -1.87 0.084
Si -2.80 1.41 -4.79 -0.010
N -1.11 -0.80 -1.63 0.006
N -0.36 1.80 1.24 -0.007
C 0.91 3.28 2.63 0.003
C -2.64 3.30 3.71 -0.001
C 1.92 1.99 0.70 -0.013
C -2.29 0.81 -6.53 0.000
C -1.49 0.22 -2.43 0.016
C -3.84 2.79 3.27 0.001
C 0.64 -5.11 0.79 -0.003
C -1.83 -1.36 3.54 0.001
C -0.13 -6.09 1.38 0.000
C -0.88 -3.40 1.56 -0.001
C -1.51 -2.03 -1.90 -0.003
C 0.81 2.38 1.55 0.011
C 1.73 0.85 -0.11 -0.118
C -2.08 3.15 -4.52 0.012
C 2.31 -1.99 1.86 -0.002
C -2.72 1.65 1.47 0.003
C -0.19 3.57 3.38 -0.003
C 4.15 2.27 -0.18 0.002
C -4.70 1.55 -4.71 0.000
C -2.32 -2.32 -2.98 0.001
C -3.34 -1.79 1.05 0.005
C -2.69 -1.27 -3.82 0.000
C 3.97 1.15 -0.98 -0.004
C 0.29 -3.76 0.89 0.023
C 2.91 -3.39 -0.68 0.005
C 2.76 0.47 -0.96 0.021
C -1.64 -4.40 2.16 0.000
C -3.88 1.98 2.13 0.000
C -1.48 2.14 1.92 -0.020
C -2.28 0.03 -3.58 -0.006
C -1.44 3.02 3.03 -0.002
C -1.27 -5.73 2.09 0.000
C 3.12 2.70 0.64 -0.001
H 3.64 -2.66 -1.04 0.000
H -5.04 1.90 -3.73 0.000
H 5.08 2.81 -0.21 0.000
H -4.83 1.61 1.77 0.000
H -5.19 0.60 -4.91 0.000
H -2.64 -3.32 -3.18 0.000
H 3.13 -1.29 1.73 0.001
H 1.87 3.71 2.86 0.000
H 4.78 0.82 -1.62 0.000
H -3.94 -0.99 1.46 -0.001
H 2.55 -3.95 -1.55 0.000
H 2.68 -2.91 2.31 0.000
H -0.93 -1.62 4.12 0.000
H -2.64 -2.01 3.85 0.000
H -2.10 -0.33 3.77 0.001
H 1.53 -5.39 0.25 0.000
H -0.99 3.14 -4.54 -0.001
H 2.63 -0.37 -1.63 -0.002
H -1.17 -2.82 -1.23 -0.003
H -4.76 3.02 3.79 0.000
H -2.61 3.95 4.58 0.000
H -1.21 0.66 -6.59 0.000
H -2.54 -4.14 2.70 0.000
H 3.40 -4.07 0.01 0.000
H 1.58 -1.53 2.54 0.000
H -0.13 4.24 4.22 0.000
H -2.57 1.52 -7.30 0.000
H 3.25 3.61 1.20 -0.001
H -2.76 -0.14 -6.78 0.000
H -2.42 3.82 -5.30 0.001
H -1.87 -6.49 2.57 0.000
H 0.16 -7.13 1.30 0.000
H -2.73 1.05 0.57 -0.002
H -3.73 -2.74 1.39 0.001
H -2.37 3.56 -3.57 -0.002
H -3.40 -1.75 -0.04 0.000
H -5.06 2.27 -5.45 0.000
H -3.31 -1.48 -4.68 0.000
```

Properties
- relative energy (zero: lowest compared OMol25 entry of this formula, charge and spin) (kJ/mol) = 0.00
- Kohn-Sham gap (spin up / spin down) (eV) = 6.358 / 6.513
- E_HOMO (spin up / spin down) (eV) = -6.662 / -6.776
- F_max (eV Å⁻¹) = 1.8
- electronic energy (Ha) = -7931.80412
- multiplicity = 2